144
Properties=species:S:1:pos:R:3:mulliken_charge:R:1 method="wB97M-V/def2-TZVPD" homo_energy_ev=-11.464 e_lumo_ev=-3.568 total_charge=+1 gap_ev=7.897 molar_mass_g_mol=943.19
P -0.369 -2.295 0.736 0.27
F -1.275 2.612 -0.955 -0.13
O -0.087 1.213 -3.055 -0.59
O 1.823 -1.280 -1.697 -0.22
O 5.738 -0.881 0.938 -0.45
O 2.000 -2.745 -3.187 -0.33
N -0.653 0.600 0.339 0.25
N 3.714 2.979 6.367 -0.38
N -6.161 -5.534 -4.434 -0.48
N -8.075 -1.990 1.780 -0.37
N 3.555 -10.289 -4.326 -0.34
N -5.263 -2.512 -0.933 -0.39
N -0.886 -7.057 -4.920 -0.47
N 6.579 2.131 11.593 -0.40
N 7.464 3.790 6.599 -0.40
N -1.693 8.294 1.731 -0.39
N 6.421 3.000 0.698 -0.38
N -9.919 -4.894 -2.940 -0.43
N -1.288 4.893 -6.417 -0.37
N 1.576 -1.665 -3.006 0.14
N 8.855 0.356 5.272 -0.38
C -5.208 -5.979 -3.969 0.47
C -4.791 2.967 -2.730 -1.05
C -4.603 5.561 -2.193 -0.46
C 0.640 -0.567 -1.285 -1.20
C -3.979 1.582 -2.707 -0.18
C 0.175 2.748 -6.142 -0.38
C -5.928 -3.032 2.838 -0.65
C -1.823 9.047 0.873 0.37
C 6.864 -0.187 1.492 -0.38
C -0.645 3.949 -6.297 0.27
C 7.457 2.860 4.162 -0.20
C -8.450 -7.031 -2.652 -0.61
C -1.989 10.004 -0.221 -0.78
C 6.342 3.877 9.665 -0.49
C 1.648 -0.474 1.122 -1.24
C 0.964 -3.594 0.480 -0.87
C 2.414 0.919 1.069 -0.12
C 0.297 -0.543 0.290 1.18
C 0.499 0.948 -1.779 -0.45
C 8.812 -0.749 4.962 0.44
C 2.830 -9.545 -4.816 0.22
C -4.366 6.372 -0.827 -1.03
C 3.902 0.678 1.615 -0.67
C 1.907 -8.596 -5.438 -0.63
C -7.132 -2.448 2.249 0.32
C 6.474 2.900 10.745 0.35
C -6.320 -2.554 -1.386 0.40
C 2.792 1.996 8.605 -0.84
C -2.809 -0.069 -0.959 0.24
C -7.665 -2.606 -1.956 -0.99
C -1.036 -6.316 -5.786 0.46
C -3.993 -6.540 -3.380 -0.45
C 5.729 3.778 0.212 0.46
C -2.137 0.360 0.410 -1.24
C -0.806 -2.381 2.572 -1.03
C -1.227 -5.374 -6.889 -0.83
C 3.307 2.545 7.350 0.37
C -4.113 0.822 -1.322 -0.47
C 4.777 0.047 0.429 -0.38
C -9.273 -5.835 -2.815 0.44
C 8.758 -2.157 4.570 -0.86
C -4.020 4.091 -1.918 -0.08
C 4.847 4.768 -0.404 -0.94
C -0.290 1.704 -0.619 0.10
C 7.463 3.380 5.526 0.27
H 1.824 -3.398 1.201 0.24
H 5.317 3.928 9.293 0.11
H -2.637 1.328 0.725 0.74
H -4.374 0.996 -3.591 0.41
H -3.298 6.135 -0.526 0.23
H 7.811 -0.784 1.356 0.29
H -0.607 -5.636 -7.748 0.30
H 5.253 0.872 -0.188 0.34
H 8.308 3.230 3.587 0.34
H 9.668 -2.686 4.856 0.32
H 2.443 -7.798 -5.956 0.28
H 4.192 5.234 0.334 0.29
H 7.919 -2.671 5.042 0.27
H -0.936 -3.434 2.948 0.40
H 1.925 1.730 1.694 0.33
H -3.176 -6.576 -4.103 -0.06
H -2.432 -0.384 1.211 0.06
H 1.763 1.648 8.496 0.31
H -7.637 -2.811 -3.028 0.37
H -2.897 1.863 -2.908 -0.01
H 4.055 -0.469 -0.281 0.16
H 4.351 1.692 1.842 0.23
H 7.506 1.773 4.148 -0.22
H 3.390 1.148 8.945 0.27
H -5.581 -2.452 3.695 0.27
H 6.552 3.153 3.625 0.17
H -5.005 0.137 -1.418 -0.07
H 6.982 3.628 8.816 0.18
H -1.712 11.013 0.087 0.31
H -5.816 2.786 -2.272 0.31
H 1.258 -8.125 -4.700 0.21
H -3.650 -5.948 -2.530 0.25
H -0.234 -1.099 -1.784 1.10
H 1.116 2.830 -6.689 0.34
H -2.265 -5.361 -7.227 0.30
H -4.952 3.300 -3.801 0.39
H 1.568 1.293 -1.934 0.28
H -7.509 -6.943 -3.193 0.00
H 5.417 5.565 -0.885 0.35
H -8.195 -1.663 -1.817 0.37
H -4.310 1.611 -0.535 0.30
H 7.057 0.822 1.004 0.21
H -1.368 9.742 -1.079 0.26
H -0.340 1.860 -6.514 0.25
H 1.264 -9.085 -6.172 0.27
H -2.949 4.066 -2.286 0.04
H -0.042 -1.893 3.251 0.29
H 1.425 -3.545 -0.552 0.21
H 0.423 2.566 -5.095 -0.09
H -3.981 6.069 -2.985 0.32
H -0.062 0.423 -3.622 0.39
H -3.024 10.040 -0.566 0.25
H -4.493 7.482 -0.959 0.33
H -2.122 0.056 -1.855 -0.10
H -5.703 5.549 -2.421 0.32
H 3.919 0.056 2.551 0.43
H -8.207 -7.209 -1.603 0.27
H -0.966 -4.357 -6.595 0.26
H 6.616 4.880 9.995 0.30
H -4.154 -7.559 -3.022 0.30
H 0.610 -4.639 0.692 0.41
H -8.958 -7.922 -3.024 0.32
H 0.518 2.380 -0.205 0.20
H 6.757 0.034 2.601 0.08
H -0.464 0.999 1.278 0.61
H -8.266 -3.389 -1.492 0.23
H -1.774 -1.828 2.743 0.28
H 2.542 1.240 -0.013 -0.16
H 2.801 2.741 9.401 0.28
H 4.211 4.317 -1.168 0.22
H -5.048 5.984 -0.015 0.28
H -3.155 -1.154 -0.987 0.57
H -5.110 -3.071 2.115 0.13
H 1.467 -0.688 2.223 0.26
H -6.107 -4.051 3.184 0.30
H 2.401 -1.258 0.800 0.32
H -4.104 3.898 -0.809 0.24
H 8.642 -2.267 3.490 0.22

68
Properties=species:S:1:pos:R:3:lowdin_spin:R:1 method="wB97M-V/def2-TZVPD" homo_energy_ev="-8.055 / -8.055" s2=9.332 de_lowest_kcal_mol=0.0 multiplicity=6 e_lumo_ev="-0.798 / -0.791" gap_ev="7.257 / 7.264" molar_mass_g_mol=926.10
Dy 0.461 0.588 -0.295 5.07
Cl 7.855 -0.480 1.143 0.00
Cl 3.253 -1.913 3.313 0.00
S -1.023 -1.753 1.431 0.00
S -2.978 -0.850 -1.063 0.00
S -2.427 0.843 1.045 0.00
S -0.056 1.418 2.884 0.00
F -1.070 -2.659 -3.285 0.00
F -0.985 -3.267 -1.170 0.00
F 2.756 -1.396 -3.161 0.00
F 3.074 -2.263 -0.966 0.00
F 0.740 -0.847 -3.936 0.00
F 1.526 -3.658 -0.183 0.00
F 2.662 -4.167 -2.055 0.00
F 1.604 -2.822 -4.420 0.00
F 0.042 -4.494 -2.656 0.00
O 2.082 0.029 1.318 -0.01
O 2.304 1.230 -1.180 -0.01
O -2.025 1.638 -3.914 0.00
O 0.336 2.953 -0.170 -0.01
O 0.548 -1.209 -1.339 -0.01
N -0.769 1.899 -1.949 -0.01
C 6.183 -0.419 1.203 0.00
C -2.824 -2.111 1.506 0.00
C 5.535 0.208 0.154 0.00
C 0.914 -2.309 -2.113 0.00
C 4.065 -0.981 2.188 0.00
C -3.738 1.482 -0.020 0.00
C 5.464 -1.021 2.235 0.00
C 2.047 -3.123 -1.345 0.00
C -1.628 1.964 3.439 0.00
C -0.878 4.304 -1.817 0.00
C -0.757 -1.338 3.263 0.00
C -0.347 2.981 -1.254 0.00
C -2.498 2.336 2.249 0.00
C 1.514 -1.872 -3.446 0.00
C -4.275 0.361 -0.984 0.00
C 4.156 0.388 0.117 0.00
C 3.320 -0.183 1.209 0.00
C 3.546 0.906 -1.044 0.00
C -3.525 -2.113 0.089 0.00
C -1.540 2.349 -3.040 0.00
C -0.286 -3.227 -2.337 0.00
C 0.167 -0.205 3.594 0.00
C -1.765 3.873 -3.001 0.00
H 0.286 -0.083 4.697 0.00
H -5.145 -0.112 -0.614 0.00
H 6.131 0.723 -0.614 0.00
H -2.151 1.265 4.075 0.00
H -1.775 -1.187 3.642 0.00
H 0.019 4.933 -2.128 0.00
H -0.421 -2.233 3.770 0.00
H -1.492 4.814 -1.099 0.00
H -1.524 4.351 -3.977 0.00
H -2.119 3.259 1.727 0.00
H 5.984 -1.662 2.960 0.00
H -3.571 2.439 2.585 0.00
H -3.255 -3.070 -0.415 0.00
H -1.392 2.834 4.091 0.00
H -3.387 -1.478 2.194 0.00
H -4.501 1.958 0.584 0.00
H 1.210 -0.545 3.342 0.00
H -2.893 -3.154 1.835 0.00
H -4.583 -2.146 0.317 0.00
H -2.853 3.931 -2.728 0.00
H 4.257 1.205 -1.839 0.00
H -4.450 0.678 -2.030 0.00
H -3.136 2.207 -0.613 0.00

13
Properties=species:S:1:pos:R:3:mulliken_charge:R:1 method="wB97M-V/def2-TZVPD" homo_energy_ev=-9.858 smiles="C#C[C@@H](C)OC=O" de_lowest_kcal_mol=71.5 e_lumo_ev=0.924 gap_ev=10.782 molar_mass_g_mol=98.10
O 0.590 0.356 -1.187 -0.30
O -0.571 2.277 -1.550 -0.47
C -0.100 0.346 1.259 -1.20
C 0.146 -2.468 0.779 -0.40
C -0.132 -1.495 0.110 -0.58
C 0.356 1.546 -1.770 0.09
C -0.371 -0.105 -0.208 0.80
H -1.374 0.116 -0.593 0.34
H 0.157 -0.590 1.795 0.37
H 1.158 1.764 -2.496 0.38
H 0.307 -3.508 0.802 0.39
H -0.983 0.770 1.737 0.26
H 0.795 0.962 1.286 0.32

17
Properties=species:S:1:pos:R:3:mulliken_charge:R:1 method="wB97M-V/def2-TZVPD" homo_energy_ev=-2.591 smiles=C[C@@H](CO)NC[O-] de_lowest_kcal_mol=86.1 e_lumo_ev=4.322 total_charge=-1 gap_ev=6.914 molar_mass_g_mol=104.13
O -0.224 -1.352 -1.176 -0.75
O 0.964 1.619 -0.985 -0.60
N -1.188 0.401 0.277 -0.73
C -1.242 -0.559 -1.055 -0.40
C 0.083 0.314 0.997 0.41
C 1.280 0.543 0.019 -0.82
C 0.237 -1.070 1.718 -1.34
H 1.725 -0.222 -0.585 0.31
H -0.727 -1.333 2.199 0.32
H 0.523 -1.872 1.039 0.32
H -1.331 0.227 -1.878 0.17
H 1.006 -0.882 2.494 0.38
H -1.972 0.145 0.912 0.32
H -2.246 -1.089 -1.098 0.26
H 2.235 1.008 0.296 0.38
H -0.025 1.746 -0.967 0.35
H 0.112 1.128 1.718 0.43

58
Properties=species:S:1:pos:R:3:mulliken_charge:R:1 method="wB97M-V/def2-TZVPD" homo_energy_ev=-8.050 de_lowest_kcal_mol=0.0 e_lumo_ev=-0.628 gap_ev=7.422 molar_mass_g_mol=659.61
Pt 0.849 -0.137 0.065 0.75
S -0.408 1.708 -0.112 -0.47
P -1.058 -1.365 0.034 0.06
O 0.250 -2.381 2.112 -0.55
O 0.464 -4.564 1.578 -0.77
N 2.688 -1.360 0.441 -0.20
N 2.191 2.509 -0.371 -1.20
N 0.608 4.059 -0.825 -0.17
N 2.429 1.203 -0.039 0.60
C 3.638 0.836 0.176 1.06
C -1.873 -0.233 2.414 -0.28
C 3.810 -0.613 0.390 0.47
C -1.734 -1.141 -1.648 0.91
C -2.791 0.124 3.390 -0.75
C 0.919 2.801 -0.460 0.36
C 0.031 -3.416 1.431 0.46
C 5.066 -1.181 0.512 -0.82
C -3.664 -1.081 1.049 -0.39
C -4.580 -0.715 2.023 -0.82
C -1.261 5.068 0.476 -0.93
C -3.258 -0.235 -3.282 -0.81
C 2.795 -2.672 0.649 0.32
C 4.801 1.770 0.170 -1.62
C -2.861 -0.390 -1.960 -0.22
C -4.145 -0.105 3.191 -0.49
C 4.023 -3.305 0.782 -0.95
C -0.995 -1.712 -2.687 -0.67
C -1.393 -1.560 -4.004 -0.73
C -0.943 -3.161 0.255 -0.59
C -2.532 -0.824 -4.305 -0.45
C -2.308 -0.823 1.229 0.62
C 5.175 -2.552 0.703 -0.38
C -0.732 4.619 -0.879 -0.64
H -4.012 -1.597 0.161 0.55
H -0.810 -2.011 -4.797 0.41
H -0.579 5.783 0.940 0.30
H -2.845 -0.704 -5.334 0.37
H -2.233 5.550 0.362 0.36
H -1.394 3.875 -1.323 0.30
H -2.445 0.575 4.311 0.42
H 4.047 -4.373 0.946 0.48
H -1.923 -3.562 0.525 0.53
H 1.874 -3.224 0.740 -0.03
H -0.695 5.462 -1.570 0.38
H -5.633 -0.916 1.872 0.41
H -3.419 0.111 -1.179 0.54
H -4.138 0.353 -3.509 0.40
H 5.949 -0.562 0.458 0.31
H 6.148 -3.014 0.794 0.43
H 4.456 2.791 0.290 0.40
H -0.635 -3.648 -0.670 0.40
H -0.094 -2.273 -2.465 0.31
H 5.342 1.703 -0.777 0.32
H -4.861 0.179 3.952 0.39
H 5.492 1.517 0.973 0.44
H -0.815 -0.082 2.571 0.32
H 1.398 4.677 -0.916 0.28
H -1.377 4.219 1.149 0.27

99
Properties=species:S:1:pos:R:3:mulliken_charge:R:1 method="wB97M-V/def2-TZVPD" homo_energy_ev=-1.458 de_lowest_kcal_mol=76.8 e_lumo_ev=4.088 total_charge=-2 gap_ev=5.546 molar_mass_g_mol=1208.19
I -2.092 -1.896 0.726 -0.53
Sb 1.927 -2.772 1.366 0.50
Sn -0.349 -0.210 -0.510 1.72
Br 0.478 -1.624 -3.877 -0.07
Br -0.781 -4.117 -2.438 -0.14
S 2.153 0.380 1.277 0.94
S -0.227 2.303 1.798 2.02
Si -2.645 1.422 -1.693 -0.64
O 0.873 -0.176 1.656 0.05
O -0.017 1.812 0.438 -0.59
O -0.964 3.549 1.795 -0.84
O 2.285 0.582 -0.144 -0.75
O 3.234 -0.432 1.813 -0.47
O -0.711 1.350 2.748 -0.71
C 4.014 3.630 2.710 -0.75
C 0.342 -1.350 5.853 -0.42
C 2.177 -1.325 4.301 -0.28
C 1.609 -0.920 5.498 -0.58
C 1.417 2.829 2.228 -0.54
C -0.352 -2.200 5.010 -0.65
C 3.756 2.341 2.276 -0.77
C 2.967 -2.957 -1.467 -0.20
C -0.405 2.677 -2.954 -1.63
C 3.468 -4.661 3.373 -0.30
C -1.518 4.095 -1.311 -2.55
C 3.429 -2.428 -0.265 0.28
C 4.812 -2.011 -2.657 -0.50
C 1.488 -2.171 3.452 0.18
C 3.609 -5.395 1.119 -0.38
C -2.567 0.344 -4.396 -2.12
C -2.518 3.852 -3.547 -1.99
C 0.220 -2.608 3.819 -0.44
C -4.809 1.246 -3.909 -1.92
C 4.626 -1.736 -0.274 -0.56
C 3.148 -4.465 2.038 0.31
C -3.606 0.533 -3.294 2.97
C 3.653 -2.770 -2.655 -0.72
C 4.687 -6.659 2.846 -0.33
C -4.100 -0.855 -2.873 -1.82
C -4.170 1.976 -0.504 2.77
C -1.783 3.097 -2.436 3.09
C 2.450 1.959 2.017 -0.39
C 4.228 -5.746 3.779 -0.73
C -1.094 -2.370 -3.104 0.93
C -3.565 2.263 0.868 -2.06
C 1.666 4.129 2.635 -0.61
C 2.970 4.533 2.868 -0.63
C 5.307 -1.515 -1.462 -0.55
C 4.375 -6.479 1.509 -0.65
C -4.967 3.212 -0.938 -1.86
C -5.172 0.840 -0.294 -2.04
H -1.024 3.620 -0.472 0.45
H 5.325 -1.805 -3.589 0.36
H 4.735 -7.187 0.771 0.37
H -2.846 3.071 0.837 0.33
H -1.991 4.781 -3.790 0.55
H -1.870 -2.415 -3.859 0.41
H -2.431 4.553 -0.937 0.16
H 4.540 1.614 2.127 0.54
H -1.398 -1.730 -2.291 -1.38
H 5.280 -7.511 3.156 0.33
H 6.227 -0.939 -1.462 0.36
H -2.894 -0.368 -5.161 0.61
H -4.346 4.102 -0.934 0.28
H 2.143 -0.237 6.147 0.37
H -5.190 0.672 -4.760 0.55
H -5.613 1.333 -3.183 0.29
H -5.839 1.081 0.536 0.61
H 0.158 2.211 -2.141 0.08
H -4.169 -1.530 -3.732 0.54
H 4.472 -5.882 4.827 0.36
H 2.046 -3.538 -1.465 0.32
H -5.793 0.692 -1.172 0.37
H -0.104 -1.010 6.781 0.33
H -5.088 -0.799 -2.434 0.37
H -5.791 3.383 -0.240 0.54
H 3.110 -3.954 4.111 0.36
H -2.347 1.279 -4.900 0.28
H 0.822 4.797 2.728 0.58
H -5.392 3.089 -1.932 0.23
H -4.344 2.539 1.586 0.60
H 5.003 -1.326 0.651 0.38
H 3.363 -5.272 0.075 0.31
H 5.029 3.938 2.919 0.40
H -3.042 1.390 1.257 0.17
H 0.163 3.547 -3.299 0.50
H -3.525 4.118 -3.239 0.24
H -4.668 -0.092 -0.060 0.17
H -1.352 -2.523 5.267 0.37
H -1.641 -0.025 -3.970 0.09
H -3.455 -1.310 -2.129 0.05
H 3.144 -0.948 4.003 0.39
H -4.553 2.238 -4.265 0.26
H 3.185 5.556 3.155 0.38
H 3.274 -3.197 -3.575 0.52
H -2.577 3.260 -4.457 0.37
H -0.481 1.980 -3.786 0.19
H -0.872 4.908 -1.665 0.56
H -0.340 -3.258 3.151 0.39

48
Properties=species:S:1:pos:R:3:mulliken_charge:R:1 method="wB97M-V/def2-TZVPD" homo_energy_ev=-5.948 de_lowest_kcal_mol=14.8 e_lumo_ev=2.590 total_charge=-1 gap_ev=8.538 molar_mass_g_mol=287.28
O -0.098 -0.767 1.140 -1.27
O -2.773 -0.233 -2.155 -0.69
O 1.286 -4.108 -1.120 -0.73
O -1.944 -3.249 0.344 -0.67
O -1.554 4.214 1.150 -0.68
O 0.315 -0.890 -2.820 -0.46
O -3.117 -0.612 0.943 -0.76
O 2.443 2.962 2.081 -0.65
O 1.899 -2.170 0.537 -0.75
O 3.721 -1.193 -2.026 -0.68
O -2.136 1.022 3.158 -0.66
O 1.877 -0.852 3.247 -0.70
O -2.431 1.918 -0.082 -0.63
C 1.053 0.825 -0.400 0.97
C 1.077 1.350 -1.817 -0.54
C 0.986 0.366 -3.001 -0.62
C -0.229 0.237 0.185 1.65
H 2.178 0.055 3.298 0.28
H 1.076 -0.840 2.681 0.41
H -1.170 3.514 0.612 0.28
H 3.336 -0.462 -1.515 0.30
H -1.769 3.723 1.956 0.36
H 1.460 -3.516 -0.338 0.40
H -2.565 0.988 0.196 0.17
H 1.214 -3.413 -1.790 0.32
H -3.278 2.314 0.159 0.32
H -0.610 -0.827 -2.563 0.28
H -2.167 -0.788 1.143 0.36
H 0.534 2.288 -1.942 0.41
H 2.119 1.726 -1.949 0.38
H 1.686 3.177 1.528 0.35
H 2.582 2.033 1.903 0.31
H -0.863 -0.155 -0.632 -0.61
H 1.040 -1.586 0.741 0.20
H -2.865 0.846 2.560 0.33
H -3.404 -1.301 0.346 0.27
H 3.514 -1.874 -1.366 0.37
H -1.288 0.819 2.747 0.37
H 1.974 -0.014 -3.242 0.42
H -1.857 -3.743 1.162 0.30
H -0.854 1.063 0.543 0.31
H 1.718 -0.045 -0.282 0.01
H -1.101 -2.820 0.144 0.33
H 1.525 1.477 0.343 -1.56
H -2.676 0.699 -1.920 0.38
H 2.435 -2.195 1.337 0.26
H 0.451 0.852 -3.826 0.23
H -2.750 -0.817 -1.398 0.31